[1]
The following is a DFT calculation (ωB97M-V/def2-TZVPD) of the molecule C19H16N6 in a non-equilibrium geometry.

Structure (XYZ):
```
41
Properties=species:S:1:pos:R:3:forces:R:3
C -0.005 -3.471 -1.204 -0.04 -0.02 0.07
N -0.015 -2.019 -1.294 0.00 -0.68 -0.36
C -1.242 -1.361 -1.265 -0.31 0.68 0.30
C -2.465 -2.069 -1.292 0.25 -0.04 -0.03
C -3.681 -1.413 -1.138 0.23 0.54 -0.04
C -3.699 -0.032 -0.907 0.09 -0.14 0.13
C -2.499 0.681 -0.877 -0.04 -0.34 -0.45
C -1.280 0.047 -1.130 -0.39 -0.72 -0.17
C -0.008 0.863 -1.225 -0.01 -0.27 -0.71
N 0.000 1.797 -0.155 0.06 0.80 1.42
C -0.011 3.176 -0.083 -0.01 -0.49 1.78
N -0.003 3.592 1.183 -0.01 0.44 -1.16
C 0.017 2.456 1.958 0.05 -0.81 -0.35
C 0.038 2.228 3.361 -0.02 -0.19 -1.27
N 0.053 3.292 4.178 0.00 0.08 0.62
N 0.043 0.961 3.814 -0.06 -0.03 -0.36
C 0.034 -0.044 2.912 0.10 0.98 -1.66
N 0.047 0.071 1.552 -0.14 -1.31 1.90
C 0.027 1.320 1.148 -0.08 1.70 0.20
C 1.260 0.046 -1.134 0.41 -0.75 -0.18
C 2.484 0.658 -0.847 0.06 -0.34 -0.53
C 3.678 -0.065 -0.914 -0.11 -0.15 0.09
C 3.646 -1.429 -1.225 -0.18 0.53 -0.03
C 2.426 -2.068 -1.394 -0.22 -0.06 -0.04
C 1.210 -1.357 -1.305 0.31 0.65 0.32
H 0.886 -3.803 -0.666 -0.22 0.07 -0.07
H -0.866 -3.808 -0.624 0.20 0.03 -0.11
H -0.022 -3.949 -2.193 -0.02 0.00 0.14
H -2.455 -3.150 -1.424 -0.13 0.40 -0.06
H -4.617 -1.968 -1.209 0.32 0.11 0.11
H -4.642 0.485 -0.735 0.21 -0.11 -0.07
H -2.513 1.758 -0.684 0.01 -0.33 -0.10
H -0.014 1.426 -2.176 0.03 -0.08 0.29
H -0.026 3.818 -0.963 0.00 -0.27 0.29
H 0.019 4.218 3.770 0.02 -0.33 0.20
H 0.053 3.160 5.179 -0.01 0.09 -0.24
H 0.019 -1.072 3.269 0.04 0.33 0.20
H 2.515 1.722 -0.597 -0.06 -0.32 -0.15
H 4.626 0.431 -0.722 -0.19 -0.08 -0.05
H 4.571 -1.990 -1.349 -0.24 0.12 0.14
H 2.411 -3.138 -1.591 0.10 0.35 -0.02
```
Positions in Å, forces in eV/Å.

Calculated values
* LUMO energy: 0.81 eV
* energy relative to the best compared isomer or geometry (same formula, charge and spin): 0.000 eV
* SMILES: CN1c2ccccc2C(n2cnc3c(N)ncnc32)c2ccccc21
* HOMO-LUMO gap: 8.174 eV

***

[2]
The following is a DFT calculation (ωB97M-V/def2-TZVPD) of a 2-piece molecular cluster, C5H10O2 overall in a non-equilibrium geometry.

Structure (XYZ):
```
17
Properties=species:S:1:pos:R:3:forces:R:3
C -1.397 0.318 1.289 0.35 -2.01 -1.42
C -1.051 -0.734 0.532 0.39 0.02 2.55
C 1.658 -1.067 -0.453 -0.41 1.76 -0.64
C -1.423 -0.537 -0.859 0.21 1.59 -0.18
C 1.500 1.245 -0.102 -0.98 0.09 -0.31
O 2.194 -2.196 -0.172 2.49 -0.57 2.40
O 2.155 -0.016 0.236 -0.06 0.10 -0.21
H -1.934 1.041 0.749 -0.52 1.33 0.05
H -1.268 0.424 2.295 0.44 0.16 2.61
H -0.529 -1.655 0.963 -0.84 1.39 -0.85
H -0.552 -0.548 -1.471 0.42 -0.30 -0.84
H -1.856 0.492 -0.855 0.16 -0.96 -0.84
H -2.152 -1.224 -1.141 -1.22 -1.32 -1.01
H 0.760 1.596 0.618 0.15 -0.82 0.29
H 1.021 1.184 -1.056 -0.79 -0.90 -0.51
H 2.050 2.134 -0.329 2.05 -0.05 0.61
H 2.953 -2.216 0.566 -1.84 0.49 -1.70
```
Positions in Å, forces in eV/Å.

Calculated values
* LUMO energy: 0.78 eV
* energy relative to the best compared isomer or geometry (same formula, charge and spin): 5.084 eV
* HOMO-LUMO gap: 9.684 eV

***

[3]
The following is a DFT calculation (ωB97M-V/def2-TZVPD) of C22H26ClIrNPPb as an isolated structure in a non-equilibrium geometry.

Structure (XYZ):
```
53
Properties=species:S:1:pos:R:3:forces:R:3
Ir 0.736 -0.916 -5.469 -0.74 1.34 -0.36
Cl -0.141 0.800 -6.625 -0.04 0.22 0.05
C -0.224 -2.542 -4.917 -0.50 -0.90 0.24
C 2.532 -1.698 -5.624 1.10 -0.37 -0.44
H 0.369 -3.420 -5.240 -0.60 0.22 0.26
H -0.401 -2.542 -3.823 0.09 -0.19 -0.50
H -1.182 -2.496 -5.475 0.38 -0.24 0.34
H 2.468 -2.799 -5.525 0.41 0.53 -0.03
H 3.221 -1.240 -4.887 -0.24 -0.40 -0.23
H 2.837 -1.431 -6.659 0.14 -0.32 0.57
Pb 1.336 -0.759 -2.008 -1.02 2.54 0.68
C 3.114 0.665 -2.176 0.08 0.20 -0.32
C 1.841 -2.432 -0.781 0.39 -1.96 0.89
H 4.034 0.163 -1.842 -0.35 0.14 -0.07
H 3.195 0.980 -3.227 0.07 -0.05 0.44
H 2.835 1.510 -1.526 0.12 -0.47 -0.30
H 2.867 -2.854 -0.757 -0.73 0.35 0.19
H 1.075 -2.945 -0.167 0.67 0.34 -0.32
N 0.235 0.617 -0.579 0.17 -0.81 0.31
P -0.440 0.597 0.850 0.73 0.08 -1.57
C -2.084 -0.182 0.920 -0.24 -0.15 -0.07
C -3.224 0.514 1.348 0.02 -0.42 0.04
C -4.462 -0.129 1.386 0.12 -0.23 -0.15
C -4.586 -1.453 0.952 0.30 0.25 0.05
C -3.462 -2.125 0.462 0.10 0.03 0.04
C -2.217 -1.494 0.436 -0.39 0.16 0.18
C 0.586 -0.126 2.167 0.11 -0.33 0.15
C 1.593 0.659 2.751 -0.03 -0.27 -0.03
C 2.550 0.068 3.576 -0.18 -0.13 0.04
C 2.508 -1.306 3.832 -0.27 0.07 -0.35
C 1.499 -2.087 3.253 0.10 0.18 0.16
C 0.534 -1.500 2.434 0.40 0.17 0.08
C -0.707 2.272 1.475 -0.05 0.39 0.07
C -0.483 3.337 0.597 -0.15 0.22 0.39
C -0.665 4.650 1.049 -0.06 -0.16 0.18
C -1.073 4.893 2.367 0.05 -0.05 -0.19
C -1.294 3.824 3.242 0.09 -0.26 -0.13
C -1.102 2.509 2.800 -0.06 0.53 -0.02
H -3.145 1.555 1.654 -0.04 -0.30 -0.02
H -5.330 0.406 1.765 0.11 -0.08 -0.14
H -5.554 -1.952 0.988 0.24 0.11 -0.02
H -3.548 -3.153 0.108 -0.03 0.28 0.06
H -1.348 -2.016 0.027 -0.25 0.16 0.10
H 1.630 1.732 2.550 0.03 -0.36 0.04
H 3.324 0.688 4.026 -0.13 -0.16 -0.10
H 3.269 -1.769 4.461 -0.23 0.11 -0.13
H 1.465 -3.159 3.443 0.02 0.23 -0.02
H -0.234 -2.117 1.966 0.18 0.15 0.24
H -0.164 3.111 -0.422 -0.09 0.06 0.30
H -0.488 5.482 0.367 -0.06 -0.19 0.21
H -1.218 5.924 2.714 0.07 -0.46 -0.16
H -1.610 4.009 4.273 0.12 -0.04 -0.38
H -1.270 1.676 3.491 0.10 0.26 -0.27
```
Positions in Å, forces in eV/Å.

Calculated values
* LUMO energy (spin up / spin down): -0.03 / -2.07 eV
* energy relative to the best compared isomer or geometry (same formula, charge and spin): 0.000 eV
* 2S+1: 5
* HOMO-LUMO gap (spin up / spin down): 6.947 / 5.590 eV